Record 1
97
Properties=species:S:1:pos:R:3:forces:R:3:mulliken_charge:R:1 method="wB97M-V/def2-TZVPD" homo_ev="-6.93 / -6.95" total_charge=0 homo_lumo_gap_ha="0.178 / 0.190"
Pb -0.3380 -0.2723 2.1537 0.167 0.596 0.217 0.484
C 5.0309 -0.1684 -3.0235 0.012 0.085 0.010 -1.302
C 4.5864 -1.5923 -2.8646 -0.082 -0.041 0.032 0.536
C 5.0462 -2.5928 -3.7107 0.027 -0.009 -0.030 -0.770
C 4.6283 -3.9075 -3.5729 -0.017 -0.040 0.010 -0.750
C 3.7511 -4.2463 -2.5541 0.008 -0.025 -0.025 -0.774
C 3.2950 -3.2705 -1.6830 0.037 0.009 0.024 -0.065
C 3.6909 -1.9459 -1.8486 0.052 -0.064 -0.091 0.031
N 3.2410 -0.9346 -0.9718 -0.003 0.075 0.051 0.404
C 1.9877 -0.8203 -0.4044 0.147 0.131 0.114 -0.559
N 1.0017 -1.3956 -1.1396 0.083 -0.063 -0.050 0.321
C -0.3849 -1.5682 -0.9427 -0.134 0.025 0.063 0.127
C -1.0986 -1.0647 0.1482 -0.247 -0.166 -0.069 -0.271
C -2.4613 -1.3893 0.2218 0.107 -0.010 -0.020 -0.163
C -3.0939 -2.1611 -0.7365 0.009 0.038 0.055 -1.371
C -2.3663 -2.6019 -1.8285 0.003 -0.040 -0.088 -0.960
C -1.0171 -2.3114 -1.9602 -0.076 0.010 0.065 1.575
C -0.2644 -2.8074 -3.1655 0.071 -0.029 -0.078 -1.921
N 1.8007 -0.1627 0.6904 -0.294 -0.162 -0.248 1.719
C 2.9172 0.4485 1.3045 0.120 -0.113 0.023 -1.327
C 3.5458 -0.2092 2.3630 -0.018 0.089 -0.038 -0.770
C 4.5886 0.3888 3.0488 -0.013 -0.009 -0.010 -0.886
C 5.0206 1.6530 2.6715 0.041 -0.025 0.093 -0.752
C 4.4258 2.2851 1.5945 -0.019 0.057 -0.056 -0.880
C 3.3795 1.7003 0.8832 0.082 -0.035 0.012 2.040
C 2.8175 2.3942 -0.3272 -0.011 0.034 -0.045 -1.835
H 5.6526 -0.0535 -3.9094 -0.006 -0.004 -0.010 0.424
H 5.6173 0.1717 -2.1647 -0.003 -0.010 -0.005 0.325
H 4.1728 0.5013 -3.1097 0.002 0.000 0.002 0.242
H 5.7383 -2.3296 -4.5017 0.000 0.000 0.003 0.378
H 4.9941 -4.6655 -4.2527 -0.001 0.000 0.000 0.400
H 3.4345 -5.2724 -2.4204 0.006 -0.003 -0.006 0.436
H 2.6454 -3.5344 -0.8570 -0.007 0.011 -0.005 0.680
H 3.9466 -0.3608 -0.5376 0.031 -0.011 0.056 0.295
H 1.3460 -1.8397 -1.9728 0.024 0.024 -0.042 -0.110
H -3.0445 -1.0123 1.0544 0.001 0.049 -0.012 0.088
H -4.1459 -2.3986 -0.6417 -0.027 0.023 -0.055 0.570
H -2.8482 -3.1881 -2.6037 -0.003 0.011 0.002 0.346
H -0.9455 -3.2983 -3.8582 -0.001 -0.013 0.003 0.439
H 0.5134 -3.5332 -2.9059 -0.013 0.008 0.010 0.331
H 0.2210 -1.9938 -3.7143 -0.016 0.006 0.002 0.422
H 3.1956 -1.2019 2.6259 -0.009 -0.009 0.003 0.661
H 5.0563 -0.1279 3.8775 0.011 0.006 -0.003 0.500
H 5.8244 2.1395 3.2091 0.007 -0.012 -0.009 0.425
H 4.7854 3.2603 1.2821 -0.016 0.000 0.002 0.464
H 2.5702 3.4336 -0.1028 0.000 0.003 -0.005 0.499
H 1.9191 1.9041 -0.6958 -0.008 -0.001 0.004 0.068
H 3.5521 2.4072 -1.1368 0.006 -0.001 -0.002 0.503
Se 0.9291 0.0147 7.4706 0.039 -0.139 -0.087 -0.380
Te 1.6252 -0.2928 5.2141 -0.070 0.142 0.133 0.710
Te 1.2473 -2.9921 4.9572 -0.012 0.015 0.337 0.007
Se 0.9946 -3.3491 2.6154 0.028 -0.139 -0.268 -0.380
S -2.1696 -1.7433 4.6843 0.081 0.105 0.329 -0.176
C -3.0612 -2.6621 3.6368 0.060 0.025 -0.311 0.097
N -2.6431 -3.9415 3.3315 -0.099 -0.035 0.026 0.080
C -3.3124 -4.7774 2.5125 -0.083 0.136 -0.056 -0.166
C -4.4561 -4.3434 1.9219 0.104 0.051 0.121 -0.623
C -4.8266 -3.0042 2.2081 -0.098 -0.230 -0.137 0.023
N -4.1804 -2.2059 3.0061 -0.078 -0.022 0.180 -0.387
H -1.7728 -4.2242 3.7597 0.078 -0.027 -0.039 0.148
H -2.8781 -5.7569 2.3722 -0.019 -0.012 -0.027 0.414
H -5.0337 -4.9707 1.2632 0.009 -0.004 -0.022 0.421
H -5.7070 -2.5827 1.7288 0.011 -0.007 0.018 0.453
C 1.8072 4.8477 3.5357 -0.002 0.017 0.058 -0.983
N 1.0598 4.2172 2.4576 0.007 0.081 -0.032 0.408
C 0.4965 4.9413 1.4577 -0.033 -0.052 -0.064 -0.225
C -0.1923 4.3541 0.4587 0.086 0.012 0.093 -1.410
C -0.2949 2.9268 0.5107 0.027 0.128 -0.095 -0.198
N 0.2158 2.2302 1.5081 -0.036 -0.145 -0.052 1.450
C 0.8784 2.8372 2.5316 -0.079 -0.076 0.017 -0.769
O 1.3231 2.2268 3.4953 -0.005 -0.003 -0.022 -0.476
N -0.8891 2.2677 -0.4961 0.076 -0.009 -0.040 0.335
H 2.0668 5.8605 3.2358 -0.010 0.003 0.005 0.346
H 2.7095 4.2713 3.7271 -0.001 0.020 -0.006 0.284
H 1.2139 4.8716 4.4497 0.023 -0.012 -0.006 0.297
H 0.6347 6.0121 1.5169 0.001 0.010 -0.016 0.392
H -0.6595 4.9307 -0.3251 -0.010 -0.010 -0.012 0.566
H -1.4492 2.7852 -1.1542 0.015 0.019 -0.019 0.381
H -1.0913 1.2797 -0.3840 0.000 0.040 0.042 -0.363
S -4.2243 5.0319 -1.3948 0.033 -0.090 0.031 -0.310
C -4.0169 3.6992 -0.4136 0.086 0.283 0.013 0.155
S -3.4869 3.7946 1.2411 -0.163 0.052 -0.283 -0.129
C -3.3536 2.0553 1.3166 0.151 -0.125 0.217 0.319
N -3.7466 1.4578 0.2349 -0.014 0.095 0.037 -0.456
N -4.1225 2.3907 -0.7217 -0.113 0.009 0.119 0.352
C -4.5380 1.8682 -1.9821 0.052 -0.016 -0.026 -0.003
C -5.6789 2.3521 -2.6052 0.061 -0.098 0.011 -0.505
C -6.0586 1.8121 -3.8243 -0.050 0.067 0.038 -0.641
C -5.3131 0.8002 -4.4083 0.035 -0.062 -0.051 -0.536
C -4.1788 0.3190 -3.7697 0.018 -0.037 -0.067 -0.735
C -3.7846 0.8526 -2.5548 -0.029 0.089 0.036 0.479
S -2.6964 1.3629 2.7438 -0.104 -0.384 -0.034 -0.323
H -6.2520 3.1397 -2.1418 -0.014 0.033 0.012 0.467
H -6.9466 2.1853 -4.3173 0.000 0.002 0.001 0.365
H -5.6161 0.3862 -5.3614 0.001 -0.006 0.005 0.393
H -3.5932 -0.4734 -4.2185 -0.004 -0.007 0.005 0.422
H -2.9088 0.4822 -2.0404 0.012 -0.082 0.042 0.149

---

Record 2
89
Properties=species:S:1:pos:R:3:forces:R:3:mulliken_charge:R:1 method="wB97M-V/def2-TZVPD" homo_ev=-13.46 total_charge=+3 homo_lumo_gap_ha=0.127
Ta 1.3262 -0.0344 -1.5255 -1.694 1.141 1.368 1.360
C 1.7315 -0.9224 1.6809 -0.120 0.034 0.242 -1.293
N 1.8084 -1.5987 0.3643 0.165 0.604 -0.232 0.917
C 0.9219 -2.7900 0.3559 -0.066 -0.138 -0.003 -1.143
C 3.1782 -2.0758 0.1590 0.016 -0.043 0.276 0.314
C 3.9092 -2.7478 1.1274 -0.085 0.012 -0.007 -0.773
C 5.2106 -3.1328 0.8469 0.008 0.025 -0.093 -0.947
C 5.7712 -2.8350 -0.3906 0.017 -0.007 0.005 -0.986
C 5.0266 -2.1916 -1.3660 0.039 0.017 -0.032 -0.501
C 3.7097 -1.8450 -1.0882 0.119 0.023 -0.048 0.179
N 2.8202 -1.2209 -2.0064 -0.127 -0.303 0.066 0.845
C 3.0839 -1.3598 -3.3988 0.210 -0.107 0.272 -0.064
C 3.4952 -2.5519 -3.9846 -0.105 0.036 -0.194 -0.245
C 3.7039 -2.5740 -5.3531 -0.022 0.049 -0.039 -0.983
C 3.4964 -1.4274 -6.1205 0.014 -0.085 0.077 -0.918
C 3.0783 -0.2480 -5.5254 -0.114 0.109 0.035 -0.545
C 2.8711 -0.2255 -4.1518 0.004 0.093 -0.304 0.521
N 2.4464 0.9507 -3.3891 -0.287 0.008 0.623 0.288
C 1.7221 1.9074 -4.2565 -0.040 0.254 -0.036 -1.616
C 3.6323 1.6477 -2.8106 0.152 0.053 0.099 -1.009
H 2.0471 -1.5914 2.4809 -0.024 0.006 -0.054 0.501
H 0.7065 -0.6328 1.8820 0.011 -0.003 0.039 0.343
H 2.3781 -0.0465 1.6854 -0.003 -0.003 -0.001 0.397
H 1.2182 -3.4750 1.1532 0.046 0.025 -0.067 0.429
H 1.0224 -3.3024 -0.6000 -0.013 -0.050 -0.049 0.303
H -0.1084 -2.4987 0.5150 0.023 -0.042 0.103 0.432
H 3.4823 -2.9708 2.0966 0.061 -0.007 -0.026 0.469
H 5.7914 -3.6512 1.5972 -0.002 0.015 -0.005 0.456
H 6.7961 -3.1099 -0.6002 -0.012 0.007 0.008 0.461
H 5.4688 -1.9617 -2.3254 0.003 -0.028 -0.018 0.613
H 3.6355 -3.4408 -3.3847 0.037 0.008 0.009 0.651
H 4.0324 -3.4886 -5.8284 -0.023 0.009 -0.009 0.523
H 3.6614 -1.4546 -7.1891 0.018 0.003 0.020 0.495
H 2.9225 0.6337 -6.1317 0.018 -0.044 -0.024 0.486
H 2.4204 2.3863 -4.9439 -0.001 -0.033 0.025 0.551
H 1.2739 2.6857 -3.6454 0.027 0.029 0.005 0.339
H 0.9572 1.3929 -4.8306 -0.006 -0.012 0.013 0.484
H 4.2619 2.0393 -3.6121 -0.018 -0.042 0.034 0.431
H 4.2146 0.9492 -2.2140 0.076 -0.017 0.023 0.330
H 3.2952 2.4748 -2.1863 -0.012 0.058 0.000 0.403
C -6.2137 1.8717 9.6731 0.227 0.429 -0.403 -0.836
O -5.7541 3.0058 8.8846 -0.732 -0.066 1.288 -0.385
C -5.0914 2.8461 7.7885 0.652 -0.250 -1.185 0.860
C -4.7184 4.0532 7.1207 -0.388 -0.522 0.597 -0.802
C -4.0337 3.9843 5.9578 0.530 -0.618 -0.432 -0.306
C -3.6869 2.7129 5.4079 -0.410 -0.424 0.386 0.196
C -4.0422 1.5077 6.0929 0.085 0.640 -0.872 -0.078
C -4.7381 1.5648 7.2534 -0.387 0.657 0.607 -0.669
N -2.9734 2.7249 4.2638 0.545 1.349 -0.219 -0.523
N -2.8900 1.6955 3.5500 0.392 -1.635 -0.194 -0.080
C -1.8403 1.6681 2.6338 -1.125 0.522 0.591 -0.202
C -0.7511 2.5186 2.7076 0.692 0.211 -0.258 -0.752
C 0.2818 2.4929 1.7463 -0.647 0.077 0.378 -0.872
C 0.1775 1.5767 0.7413 -0.788 -0.309 0.147 0.431
O 1.0157 1.4685 -0.3174 2.115 -1.284 -1.668 -0.828
C -0.8806 0.6334 0.6880 1.044 0.579 -0.232 -0.163
N -0.7492 -0.2962 -0.3020 0.421 -0.071 -0.411 0.674
C -1.7432 -1.1472 -0.4577 -0.810 -0.405 0.100 -0.543
C -2.8734 -1.1599 0.3852 0.338 -0.296 -0.572 -1.389
C -2.9582 -0.2793 1.4298 0.200 0.445 0.299 -0.577
C -1.9246 0.6698 1.6066 -0.173 -0.191 0.032 1.012
H -6.7178 2.3120 10.5233 -0.025 0.001 0.031 0.244
H -5.3591 1.2845 10.0003 0.005 -0.062 0.015 0.361
H -6.9085 1.2807 9.0814 -0.018 -0.076 0.020 0.366
H -5.0005 4.9943 7.5733 -0.029 -0.050 -0.001 0.444
H -3.7380 4.8770 5.4230 0.022 -0.027 -0.018 0.433
H -3.7598 0.5566 5.6617 0.042 0.040 0.004 0.415
H -5.0350 0.6598 7.7622 0.061 0.030 0.069 0.426
H -0.7091 3.2401 3.5128 -0.051 -0.070 -0.012 0.567
H 1.1059 3.1920 1.7853 0.017 0.032 0.032 0.602
H -1.6519 -1.8714 -1.2614 -0.056 -0.004 0.050 0.611
H -3.6488 -1.8933 0.2111 0.032 0.013 -0.033 0.489
H -3.7986 -0.2996 2.1104 0.031 0.062 0.058 0.607
N -0.8942 2.5906 -2.2414 0.105 -0.394 -0.140 -0.104
C -1.0936 1.4392 -2.8894 -0.335 0.676 0.133 -0.233
N -0.2837 0.3838 -2.8440 0.054 -0.655 -0.374 1.480
C -0.8047 -0.6751 -3.6401 0.060 -0.088 -0.178 -0.113
C -0.2239 -1.9250 -3.8235 -0.116 0.100 0.077 -0.418
C -0.8625 -2.8360 -4.6487 0.001 -0.057 -0.027 -1.062
C -2.0605 -2.5135 -5.2859 0.022 -0.034 0.002 -0.824
C -2.6437 -1.2713 -5.1093 -0.003 0.009 0.029 -0.519
C -1.9993 -0.3653 -4.2784 0.060 -0.040 -0.021 0.565
S -2.4879 1.2603 -3.8875 0.027 0.060 0.046 -0.222
H -0.1201 2.7011 -1.6054 -0.048 0.047 0.060 0.120
H -1.5229 3.3653 -2.3751 -0.060 0.043 0.052 0.249
H 0.7134 -2.1954 -3.3527 0.120 -0.065 0.018 0.386
H -0.4168 -3.8083 -4.8110 -0.019 0.003 0.020 0.512
H -2.5395 -3.2401 -5.9281 0.017 0.011 0.010 0.456
H -3.5724 -1.0177 -5.6029 0.013 0.008 -0.002 0.496

---

One value per record, in order, for max |F|: 0.66; 2.98 eV/A.
One value per record, in order, for energy: -251878.8032; -69439.4618 eV.